DFT (wB97M-V/def2-TZVPD) results for a structure of composition C2HNdO3 in a non-equilibrium geometry.

Its relative energy (zero: lowest compared OMol25 entry of this formula, charge and spin) is 0.000 eV. Its spin multiplicity is 4. As for the LUMO energy (spin up / spin down): -0.4889 / -0.4257 Ha. As for the charge: +2. The calculation puts the energy at -23489.7186 eV. The value obtained for the HOMO-LUMO gap (spin up / spin down) is 7.420 / 9.167 eV.

Each line ends with the Mulliken charge.
Positions of all 7 atoms, in Å:
C 0.702 0.781 2.277  0.060
O 1.057 0.597 3.325  0.075
C -0.592 -0.778 -1.366  0.435
O 0.597 -0.827 -0.928  -0.589
O -1.144 0.324 -1.630  -0.594
Nd 0.604 1.594 -0.584  2.230
H -1.225 -1.691 -1.094  0.385